Record 1
Formula: C4H8O2
Source: OMol25
Level of theory: ωB97M-V with the def2-TZVPD basis set

Properties
2S+1: 1
Calculated total energy in eV: -8370.6372
Strongest force on any atom in eV/Å: 0.70
HOMO energy in eV: -9.706
SMILES: C=CC=O.CO
ΔE to the lowest compared entry with this formula, charge and spin in kJ/mol: 255.16

Each line ends with the Mulliken charge.
CARTESIAN COORDINATES (ANGSTROEM)
C (1.1513, 1.5241, -0.0848)  -0.345
C (0.7667, 1.0612, -1.2768)  -0.434
C (1.0375, -0.3402, -1.6742)  0.140
O (0.9169, -0.7579, -2.8055)  -0.496
H (1.7477, 0.9222, 0.5955)  0.232
H (0.8502, 2.5002, 0.2830)  0.262
H (0.2097, 1.6786, -1.9756)  0.341
H (1.3172, -1.0197, -0.8405)  0.289
C (-1.1113, -0.8681, 1.7080)  -0.653
O (-0.3999, -0.0798, 0.7958)  -0.397
H (-1.6528, -1.6854, 1.2207)  0.263
H (-1.7982, -0.2736, 2.3232)  0.262
H (-0.3456, -1.2997, 2.3594)  0.218
H (-0.8911, 0.2367, 0.0226)  0.318

Forces on the atoms, in the same order (eV/Å):
C 0.2 0.1 -0.3
C 0.3 0.3 0.0
C 0.1 0.0 -0.4
O 0.0 0.1 0.4
H -0.2 0.1 -0.2
H 0.2 0.0 -0.2
H 0.0 -0.1 0.0
H 0.2 0.2 -0.2
C -0.3 -0.3 0.3
O -0.1 0.0 -0.1
H 0.0 0.1 0.1
H 0.0 -0.1 -0.1
H -0.3 0.0 0.0
H -0.2 -0.3 0.6



Record 2
Formula: C4H8O2
Source: OMol25
Level of theory: ωB97M-V with the def2-TZVPD basis set

Properties
2S+1: 1
Calculated total energy in eV: -8370.1347
Strongest force on any atom in eV/Å: 0.27
HOMO energy in eV: -9.457
SMILES: O[C@]12C[C@@H]1C2.O
ΔE to the lowest compared entry with this formula, charge and spin in kJ/mol: 303.64

Each line ends with the Mulliken charge.
CARTESIAN COORDINATES (ANGSTROEM)
O (2.4908, -0.2359, -0.4274)  -0.463
C (1.2364, 0.1697, -0.0411)  0.256
C (0.5756, 0.0238, 1.2843)  -0.386
C (0.0262, -0.6571, 0.0566)  -0.594
C (0.0655, 0.5105, -0.8933)  -0.294
H (3.0680, 0.5385, -0.4173)  0.356
H (1.0898, -0.6200, 1.9962)  0.263
H (0.0291, 0.8582, 1.7337)  0.162
H (-0.0754, -1.7119, -0.1562)  0.226
H (-0.5525, 1.3879, -0.6863)  0.178
H (0.1718, 0.2637, -1.9488)  0.256
O (-3.0100, 0.0471, -0.0216)  -0.670
H (-2.1430, -0.1265, 0.3697)  0.396
H (-2.9722, -0.4478, -0.8485)  0.313

Forces on the atoms, in the same order (eV/Å):
O 0.1 0.2 0.0
C -0.2 0.0 0.0
C 0.0 0.0 0.2
C 0.0 -0.3 0.0
C 0.0 0.1 -0.2
H 0.0 -0.2 0.0
H -0.1 0.1 -0.1
H 0.1 -0.1 -0.1
H 0.0 0.2 0.0
H 0.2 -0.1 0.0
H 0.0 0.0 0.2
O 0.1 -0.1 0.0
H -0.1 0.0 0.0
H -0.1 0.1 0.1



Record 3
Formula: C4H8O2
Source: OMol25
Level of theory: ωB97M-V with the def2-TZVPD basis set

Properties
2S+1: 1
Calculated total energy in eV: -8365.8047
Strongest force on any atom in eV/Å: 0.38
HOMO energy (alpha / beta) in eV: -8.161 / -8.160
ΔE to the lowest compared entry with this formula, charge and spin in kJ/mol: 721.42

Each line ends with the Mulliken charge.
CARTESIAN COORDINATES (ANGSTROEM)
C (1.7332, 0.5040, 0.1002)  -0.931
C (0.6952, -0.3740, 0.3733)  0.051
O (-0.5280, -0.1747, 1.4710)  -0.355
C (-1.5273, -0.6545, 0.5976)  -0.458
C (-0.5786, -0.1166, -0.4333)  0.242
O (-0.7930, 1.1638, -0.8235)  -0.436
H (1.5250, 1.5587, -0.0541)  0.263
H (2.7509, 0.2407, 0.3677)  0.271
H (0.9841, -0.2121, -1.7112)  0.159
H (0.9579, -1.4258, 0.4787)  0.274
H (-2.4685, -0.1075, 0.6892)  0.269
H (-1.6757, -1.7399, 0.6108)  0.248
H (0.1647, -0.5012, -1.7498)  0.030
H (-1.2033, 1.6508, -0.0923)  0.373

Forces on the atoms, in the same order (eV/Å):
C 0.0 0.0 0.2
C 0.2 -0.1 -0.3
O -0.1 0.1 0.3
C -0.2 -0.1 0.0
C 0.1 0.2 0.1
O 0.0 0.0 0.1
H 0.0 -0.2 -0.1
H -0.1 -0.1 -0.2
H 0.0 0.0 0.1
H -0.1 0.1 0.0
H 0.1 -0.1 0.0
H 0.0 0.1 0.0
H 0.2 0.0 -0.2
H -0.1 0.0 -0.1



Record 4
Formula: C4H8O2
Source: OMol25
Level of theory: ωB97M-V with the def2-TZVPD basis set

Properties
2S+1: 1
Calculated total energy in eV: -8366.9123
Strongest force on any atom in eV/Å: 5.76
HOMO energy in eV: -9.122
ΔE to the lowest compared entry with this formula, charge and spin in kJ/mol: 614.56

Each line ends with the Mulliken charge.
CARTESIAN COORDINATES (ANGSTROEM)
C (1.0234, -0.8280, -1.7687)  -0.581
C (-1.2507, -0.5954, 1.1724)  -1.055
C (-0.3018, 0.3712, 0.6419)  0.522
C (0.3625, 1.1223, -0.1232)  -0.091
O (-0.0742, -0.0345, -1.3745)  -0.500
O (0.1827, 1.7028, 1.7807)  -0.658
H (-0.6221, 2.2273, 1.9068)  0.284
H (1.1759, 1.7213, -0.4723)  0.433
H (0.7473, -1.3863, -2.6705)  0.236
H (1.3190, -1.5541, -0.9961)  0.249
H (1.9021, -0.2154, -2.0155)  0.247
H (-2.2752, -0.2274, 1.0836)  0.286
H (-1.1662, -1.5284, 0.6111)  0.295
H (-1.0228, -0.7755, 2.2243)  0.332

Forces on the atoms, in the same order (eV/Å):
C -0.1 0.2 0.0
C 0.1 -0.4 -0.1
C 0.3 3.5 3.7
C -0.4 -3.8 -4.3
O 0.9 1.3 0.0
O -0.9 -1.4 0.4
H 0.1 -0.1 -0.1
H -0.2 0.4 0.3
H 0.0 0.1 0.1
H 0.0 0.1 0.0
H 0.0 -0.1 0.0
H 0.1 0.0 0.0
H 0.0 0.1 0.0
H 0.0 0.0 -0.1



Record 5
Formula: C4H8O2
Source: OMol25
Level of theory: ωB97M-V with the def2-TZVPD basis set

Properties
2S+1: 1
Calculated total energy in eV: -8370.8855
Strongest force on any atom in eV/Å: 2.78
HOMO energy in eV: -8.914
SMILES: O=CCCCO
ΔE to the lowest compared entry with this formula, charge and spin in kJ/mol: 231.20

Each line ends with the Mulliken charge.
CARTESIAN COORDINATES (ANGSTROEM)
O (-2.3338, 1.5672, -0.0339)  -0.507
C (-1.2587, 1.0226, 0.1048)  -0.027
C (-1.2088, -0.4964, 0.3071)  -0.491
C (0.2088, -1.0446, 0.3484)  -0.369
C (1.2248, -0.2036, -0.4599)  -0.590
O (1.5293, 1.2958, 0.1185)  -0.634
H (-0.2061, 1.6014, 0.1132)  0.450
H (-1.7736, -0.9405, -0.5234)  0.263
H (-1.7849, -0.7355, 1.2144)  0.306
H (0.5449, -1.1314, 1.3828)  0.303
H (0.1637, -2.0816, -0.0449)  0.273
H (2.2169, -0.6518, -0.4156)  0.354
H (0.8858, -0.1165, -1.5066)  0.351
H (1.7915, 1.9149, -0.6048)  0.317

Forces on the atoms, in the same order (eV/Å):
O 0.7 0.0 0.0
C 0.3 0.9 0.2
C -0.2 0.5 -0.2
C 0.3 0.5 0.2
C 0.7 1.7 0.3
O -0.1 -2.4 -1.1
H -2.6 -1.1 0.0
H 0.1 0.2 0.1
H 0.2 0.1 -0.2
H 0.1 0.1 0.0
H 0.5 0.6 0.0
H -0.2 0.0 -0.2
H 0.2 0.2 0.4
H -0.3 -1.2 0.5



Record 6
Formula: C4H8O2
Source: OMol25
Level of theory: ωB97M-V with the def2-TZVPD basis set

Properties
2S+1: 1
Calculated total energy in eV: -8370.1566
Strongest force on any atom in eV/Å: 2.95
HOMO energy in eV: -9.532
SMILES: C[C@H]1OC[C@H]1O
ΔE to the lowest compared entry with this formula, charge and spin in kJ/mol: 301.53

Each line ends with the Mulliken charge.
CARTESIAN COORDINATES (ANGSTROEM)
C (-0.2821, 0.4064, -1.5671)  -1.503
C (-0.3223, 0.8167, 0.0767)  0.193
O (-1.3784, 0.2655, 0.8712)  -0.428
C (-0.5216, -0.8120, 1.3142)  -0.430
C (0.7131, 0.0531, 0.9641)  0.018
O (1.8015, -0.4853, 0.2923)  -0.547
H (-0.5531, -0.6346, -1.6765)  0.418
H (-0.9967, 0.9895, -2.1985)  0.336
H (0.6970, 0.6122, -2.0573)  0.386
H (-0.4152, 1.7951, -0.3326)  0.358
H (-0.6277, -1.6908, 0.6606)  0.215
H (-0.6983, -1.1165, 2.3566)  0.283
H (1.1103, 0.5123, 1.8843)  0.336
H (1.4734, -0.7117, -0.5882)  0.365

Forces on the atoms, in the same order (eV/Å):
C -0.2 -0.6 0.9
C 0.3 -0.9 -2.6
O -0.2 0.0 -0.7
C 0.0 -0.1 -0.1
C -0.2 0.2 -0.2
O 0.1 -0.3 -0.2
H 0.1 -0.4 -0.4
H 0.2 -0.3 1.0
H -0.4 -0.2 0.7
H 0.0 1.9 2.2
H 0.1 0.1 0.1
H 0.0 0.3 -0.3
H -0.3 0.4 -0.6
H 0.3 -0.1 0.1